Entry from the OMol25 dataset: a structure of composition C30H13CsF15GeNSSe2Te2 (wB97M-V/def2-TZVPD).

The geometry in ORCA input format:
```
! RIJCOSX wB97M-V def2-TZVPD def2/J DEFGRID3
* xyz -2 1
Cs 1.2640 -2.5889 -0.9599
C 3.7837 -0.8171 1.7695
C 2.7339 0.0628 1.5543
C 2.8299 1.0192 0.5490
C 3.9739 1.0930 -0.2291
C 5.0259 0.2124 -0.0047
C 4.9292 -0.7444 0.9899
H 3.7064 -1.5843 2.5311
H 1.8224 -0.0157 2.1315
H 1.9852 1.6661 0.3578
H 4.0469 1.8135 -1.0346
H 5.9055 0.2603 -0.6296
H 5.7361 -1.4503 1.1443
Se 3.0568 -5.2348 -1.4903
Te 1.1451 -6.6228 -2.4512
Te -1.2105 -5.1084 -2.2938
Se -1.9901 -4.6853 -4.6693
N 3.1473 -2.2551 -4.2482
C 3.9122 -1.1263 -4.0653
C 5.1956 -1.2233 -3.5157
C 5.9967 -0.1025 -3.4078
C 5.5488 1.1461 -3.8175
C 4.2692 1.2473 -4.3478
C 3.4613 0.1329 -4.4785
H 2.1622 -2.1289 -4.4193
H 3.3605 -3.0589 -3.6653
H 5.5557 -2.1891 -3.1816
H 6.9892 -0.2105 -2.9852
H 6.1786 2.0204 -3.7200
H 3.8872 2.2095 -4.6674
H 2.4662 0.2303 -4.8960
F -2.8664 0.5083 -2.2102
C -3.9136 0.7893 -1.4406
C -3.7955 0.8590 -0.0639
C -4.9546 1.1711 0.6258
F -4.9124 1.2821 1.9696
C -6.1728 1.4032 0.0200
F -7.2627 1.7076 0.7381
C -6.2512 1.3247 -1.3632
F -7.4152 1.5480 -1.9814
C -5.1189 1.0190 -2.0962
F -5.1907 0.9516 -3.4282
Ge -2.1232 0.5269 0.9611
S -0.3786 0.0203 -0.1011
C -2.7359 -0.9044 2.2110
C -3.0213 -0.7663 3.5575
F -2.9765 0.4381 4.1547
C -3.3958 -1.8297 4.3657
F -3.6632 -1.6466 5.6661
C -3.5097 -3.0911 3.8075
F -3.8785 -4.1292 4.5655
C -3.2577 -3.2730 2.4560
F -3.3922 -4.4837 1.9134
C -2.8823 -2.1833 1.6901
F -2.6757 -2.4039 0.3887
C -1.8611 2.1801 2.0527
C -2.3508 3.4345 1.7494
F -3.2414 3.6072 0.7556
C -1.9761 4.5849 2.4280
F -2.4959 5.7748 2.0972
C -1.0563 4.4956 3.4584
F -0.6840 5.5899 4.1307
C -0.5258 3.2573 3.7880
F 0.3633 3.1578 4.7828
C -0.9304 2.1415 3.0779
F -0.3720 0.9710 3.4236
*
```

Calculated values
Energy relative to the best compared isomer or geometry (same formula, charge and spin) = 9.6 kcal per mole
Gap between HOMO and LUMO = 4.475 eV
LUMO = 3.35 eV
Largest force on an atom = 0.8 eV/Å

Entry from the OMol25 dataset: a structure of composition C30H15AlCl7N3O4 (wB97M-V/def2-TZVPD).

The geometry in ORCA input format:
```
! RIJCOSX wB97M-V def2-TZVPD def2/J DEFGRID3
* xyz 0 1
Al -0.0089 0.1135 0.0383
Cl -2.8991 -3.7079 0.2257
C -2.1606 -2.8435 1.5164
C -2.4335 -3.2334 2.8427
C -1.8745 -2.5782 3.9032
Cl -2.2450 -3.0854 5.5159
C -0.9813 -1.4997 3.6954
C -0.3442 -0.7334 4.6929
C 0.5610 0.2293 4.3311
C 0.8207 0.4672 2.9744
N 0.1834 -0.1787 2.0229
C -0.7030 -1.1517 2.3615
C -1.3145 -1.7920 1.2512
O -1.0000 -1.3390 0.0462
H -3.0975 -4.0693 3.0116
H -0.5756 -0.9192 5.7330
H 1.0695 0.8239 5.0755
H 1.5563 1.1913 2.6592
Cl 4.8874 -0.0204 -5.0638
C 3.9702 -0.0026 -3.6129
C 2.5764 -0.0118 -3.6719
Cl 1.7568 -0.0498 -5.1767
C 1.8569 0.0176 -2.4923
Cl 0.1402 -0.0038 -2.4259
C 2.4732 0.0906 -1.2393
O 1.7313 0.1557 -0.1554
C 3.8671 0.0711 -1.1935
Cl 4.6311 0.1010 0.3423
C 4.6099 0.0240 -2.3719
Cl 6.3214 0.0024 -2.2972
O -0.3532 2.8677 1.9902
C -1.0635 2.7594 1.0090
N -2.0082 3.6565 0.6259
C -2.6933 3.3005 -0.6031
C -2.0042 1.9418 -0.8817
O -2.3192 1.1863 -1.7712
N -1.0404 1.7092 0.0749
C -4.1682 2.9762 -0.3763
C -5.1213 3.0682 -1.3832
C -6.4404 2.7147 -1.1328
C -6.8146 2.2258 0.1076
C -5.8574 2.0716 1.0996
C -4.5466 2.4477 0.8581
C -2.3410 4.3210 -1.6823
C -1.0489 4.2927 -2.2086
C -0.6255 5.2487 -3.1147
C -1.4955 6.2518 -3.5189
C -2.7742 6.2991 -2.9906
C -3.1922 5.3487 -2.0673
H -2.1807 4.4944 1.1523
H -4.8379 3.3934 -2.3740
H -7.1759 2.8137 -1.9207
H -7.8434 1.9473 0.2955
H -6.1232 1.6485 2.0596
H -3.8057 2.3244 1.6373
H -0.3591 3.5167 -1.8970
H 0.3843 5.2113 -3.5022
H -1.1768 6.9944 -4.2387
H -3.4572 7.0822 -3.2942
H -4.1812 5.4305 -1.6378
*
```

Calculated values
Energy relative to the best compared isomer or geometry (same formula, charge and spin) = 4.4 kcal per mole
Gap between HOMO and LUMO = 7.815 eV
LUMO = -0.65 eV
Largest force on an atom = 0.9 eV/Å

Entry from the OMol25 dataset: a structure of composition C30H15BiF15GeN3O5SSe2Te2 (wB97M-V/def2-TZVPD).

The geometry in ORCA input format:
```
! RIJCOSX wB97M-V def2-TZVPD def2/J DEFGRID3
* xyz -2 1
Bi 0.8541 0.8102 2.5789
O 1.2869 5.2424 1.7158
C 1.0345 4.1339 2.1931
O 1.8154 3.1696 2.4144
C -0.4167 3.8747 2.6105
C -1.3688 4.8734 2.7272
C -2.6376 4.5320 3.1752
C -2.9311 3.2144 3.4940
C -1.9316 2.2695 3.3379
N -0.7278 2.6183 2.9083
C -2.1172 0.7961 3.6956
O -3.2016 0.4539 4.1347
O -1.0809 0.0582 3.5316
H -1.0893 5.8834 2.4645
H -3.3978 5.2968 3.2825
H -3.8965 2.8918 3.8547
Se 2.2961 -1.8685 2.5755
Te 4.4019 -1.3580 3.8296
Te 3.9764 1.2890 4.4026
Se 1.5944 1.0908 5.1157
C 4.2846 2.1946 0.5700
N 3.7458 2.6630 -0.7030
C 4.0092 4.0814 -0.9167
C 2.4318 2.2472 -0.9330
O 1.7475 1.7352 -0.0691
N 1.9558 2.4434 -2.2081
C 2.8163 2.5598 -3.3612
C 0.5790 2.0828 -2.4811
H 5.3678 2.3331 0.5531
H 4.0701 1.1356 0.7009
H 3.8508 2.7383 1.4130
H 3.6858 4.6677 -0.0483
H 3.4733 4.4482 -1.7879
H 5.0792 4.2382 -1.0764
H 3.8571 2.4646 -3.0625
H 2.6781 3.5182 -3.8752
H 2.5847 1.7609 -4.0730
H 0.0418 1.9357 -1.5483
H 0.5254 1.1419 -3.0416
H 0.0988 2.8660 -3.0739
F -2.7192 -2.2860 2.1214
C -1.7104 -3.1495 2.0080
C -0.9409 -3.1739 0.8508
C 0.0483 -4.1379 0.7968
F 0.8563 -4.2566 -0.2749
C 0.2675 -5.0402 1.8235
F 1.2409 -5.9562 1.7370
C -0.5168 -4.9817 2.9565
F -0.3075 -5.8426 3.9595
C -1.5166 -4.0321 3.0545
F -2.2870 -3.9960 4.1444
Ge -1.3131 -1.7837 -0.5099
S -1.3816 0.2077 0.1482
C -3.0965 -2.2547 -1.3237
C -3.5132 -1.4927 -2.4033
F -2.6799 -0.6042 -2.9697
C -4.7645 -1.6101 -2.9793
F -5.1209 -0.8556 -4.0314
C -5.6580 -2.5340 -2.4690
F -6.8763 -2.6712 -3.0158
C -5.2794 -3.3258 -1.4050
F -6.1370 -4.2374 -0.9209
C -4.0123 -3.1776 -0.8602
F -3.7131 -4.0209 0.1406
C -0.0517 -2.2070 -2.0090
C -0.3383 -2.9951 -3.1063
F -1.5296 -3.6124 -3.2352
C 0.5637 -3.2179 -4.1338
F 0.2377 -3.9868 -5.1881
C 1.8174 -2.6439 -4.0716
F 2.7022 -2.8498 -5.0585
C 2.1559 -1.8645 -2.9814
F 3.3785 -1.3230 -2.9103
C 1.2258 -1.6679 -1.9737
F 1.6242 -0.9465 -0.9303
*
```

Calculated values
Energy relative to the best compared isomer or geometry (same formula, charge and spin) = 11.3 kcal per mole
Gap between HOMO and LUMO = 5.851 eV
LUMO = 3.78 eV
Largest force on an atom = 0.5 eV/Å

Entry from the OMol25 dataset: a structure of composition C30H16BaBr4F9N2O2P (wB97M-V/def2-TZVPD).

The geometry in ORCA input format:
```
! RIJCOSX wB97M-V def2-TZVPD def2/J DEFGRID3
* xyz 0 1
Ba 2.3805 1.9341 0.3697
Br -1.8549 7.4727 -1.6701
C -1.3264 5.7489 -1.1023
C -2.2214 4.9120 -0.4662
Br -4.0140 5.4387 -0.1836
C -1.7825 3.6551 -0.0304
Br -2.9662 2.4540 0.8381
C -0.4843 3.1962 -0.2132
O -0.0121 2.0609 0.2610
C 0.4270 4.0442 -0.9454
O 1.6436 3.6044 -1.1683
C -0.0171 5.3088 -1.3256
Br 1.2582 6.4006 -2.1973
F -5.6210 1.4752 -1.7031
C -4.7959 1.4223 -2.7638
F -4.7467 2.6482 -3.2975
F -5.3882 0.6147 -3.6710
C -3.4382 0.9016 -2.3807
C -2.2915 1.6137 -2.6845
C -1.0589 1.1160 -2.2897
C -0.9782 -0.0837 -1.5934
C -2.1373 -0.8104 -1.3265
C -3.3686 -0.3173 -1.7157
P 0.6648 -0.6328 -1.0363
C 0.8245 -2.2499 -1.8765
C 1.4929 -2.2756 -3.0974
C 1.5885 -3.4514 -3.8264
C 1.0212 -4.6124 -3.3255
C 0.3611 -4.6059 -2.1043
C 0.2626 -3.4276 -1.3853
C 1.1512 -5.9076 -4.0768
F 1.4358 -5.7191 -5.3742
F 0.0212 -6.6331 -4.0131
F 2.1342 -6.6768 -3.5662
C 0.5033 -1.1128 0.7224
C 1.4756 -1.9567 1.2717
C 1.4755 -2.2479 2.6243
C 0.5113 -1.6793 3.4479
C -0.4510 -0.8346 2.9204
C -0.4587 -0.5533 1.5590
C 0.5566 -1.9636 4.9225
F 1.5272 -1.2425 5.5332
F 0.8315 -3.2549 5.1774
F -0.5938 -1.6655 5.5387
H -2.3597 2.5651 -3.1942
H -0.1557 1.6817 -2.4838
H -2.0814 -1.7552 -0.7991
H -4.2757 -0.8639 -1.4931
H 1.9357 -1.3658 -3.4849
H 2.1007 -3.4640 -4.7784
H -0.0802 -5.5176 -1.7234
H -0.2524 -3.4273 -0.4327
H 2.2263 -2.4085 0.6317
H 2.2163 -2.9202 3.0387
H -1.1986 -0.3879 3.5618
H -1.1896 0.1377 1.1627
N 3.3997 2.3161 5.3349
C 3.3871 0.9517 5.1901
C 3.2008 0.7307 3.8626
N 3.0959 1.9352 3.1949
C 3.2170 2.8644 4.1151
H 3.4997 2.8210 6.1982
H 3.4914 0.2832 6.0253
H 3.1094 -0.2123 3.3492
H 3.1721 3.9280 3.9487
*
```

Calculated values
Energy relative to the best compared isomer or geometry (same formula, charge and spin) = 0.0 kcal per mole
Gap between HOMO and LUMO = 6.059 eV
LUMO = -0.75 eV
Largest force on an atom = 0.6 eV/Å

Entry from the OMol25 dataset: a structure of composition C30H18BrF3N3O7Os at a distorted geometry (wB97M-V/def2-TZVPD).

The geometry in ORCA input format:
```
! RIJCOSX wB97M-V def2-TZVPD def2/J DEFGRID3
* xyz 1 5
Os -2.3858 1.0413 -0.6852
O -6.3227 5.6540 -1.0825
C -5.4005 4.6974 -0.9941
C -4.3357 4.7493 -0.0814
C -3.4439 3.7061 -0.0842
N -3.5827 2.7001 -0.9397
C -4.6102 2.6031 -1.7813
C -5.5521 3.5950 -1.8516
C -4.5864 1.2899 -2.5428
O -5.3576 1.0250 -3.4137
O -3.6060 0.4741 -2.1228
C -2.2686 3.4961 0.8546
O -1.9033 4.3277 1.6321
O -1.7025 2.2962 0.7042
H -6.1592 6.3712 -0.4573
H -4.2123 5.5653 0.6192
H -6.3891 3.5287 -2.5323
C -1.2956 -0.4415 -3.9892
O -0.6824 0.1801 -2.8528
C 0.5040 -0.3229 -2.4493
C 1.1805 -1.3561 -3.0837
C 2.4126 -1.7888 -2.5892
Br 3.2815 -3.2153 -3.4607
C 2.9991 -1.1959 -1.5020
C 2.3327 -0.1302 -0.8661
C 1.0720 0.2704 -1.3208
O 0.3551 1.2553 -0.6804
C 2.9964 0.5149 0.2368
N 4.0801 -0.0002 0.8397
C 4.4223 0.8858 1.7856
C 5.4901 0.8383 2.7177
C 5.6205 1.8934 3.5694
C 4.7212 2.9979 3.5296
C 3.6659 3.0722 2.6355
C 3.5305 2.0033 1.7713
N 2.6303 1.7181 0.7778
H -1.4762 -1.4999 -3.7991
H -0.6654 -0.3142 -4.8707
H -2.2410 0.0623 -4.1350
H 0.7644 -1.8423 -3.9535
H 3.9604 -1.5143 -1.1284
H 0.2357 0.9868 0.2452
H 6.1635 -0.0069 2.7330
H 6.4210 1.9043 4.2959
H 4.8707 3.8093 4.2294
H 2.9909 3.9170 2.6230
H 1.9186 2.3302 0.4110
F 1.1010 -6.7613 3.5246
C 0.9265 -6.6899 2.1986
F 0.1298 -7.7103 1.8399
F 2.1233 -6.9085 1.6222
C 0.3500 -5.3679 1.7669
C 0.0994 -4.3631 2.6872
C -0.4285 -3.1566 2.2582
C -0.7071 -2.9563 0.9048
C -0.4500 -3.9798 -0.0153
C 0.0770 -5.1797 0.4171
C -1.2446 -1.7145 0.4504
C -1.6988 -0.6573 0.0342
H 0.3115 -4.5237 3.7346
H -0.6352 -2.3666 2.9673
H -0.6702 -3.8211 -1.0622
H 0.2752 -5.9750 -0.2895
*
```

Calculated values
Energy relative to the best compared isomer or geometry (same formula, charge and spin) = 21.6 kcal per mole
Gap between HOMO and LUMO (spin up / spin down) = 6.082 / 3.432 eV
LUMO (spin up / spin down) = -3.98 / -6.62 eV
Largest force on an atom = 2.4 eV/Å

Question: Number 4 is which compound?
Answer: C30H16BaBr4F9N2O2P

What did the third record say?
Entry from the OMol25 dataset: a structure of composition C30H15BiF15GeN3O5SSe2Te2 (wB97M-V/def2-TZVPD).

The geometry in ORCA input format:
```
! RIJCOSX wB97M-V def2-TZVPD def2/J DEFGRID3
* xyz -2 1
Bi 0.8541 0.8102 2.5789
O 1.2869 5.2424 1.7158
C 1.0345 4.1339 2.1931
O 1.8154 3.1696 2.4144
C -0.4167 3.8747 2.6105
C -1.3688 4.8734 2.7272
C -2.6376 4.5320 3.1752
C -2.9311 3.2144 3.4940
C -1.9316 2.2695 3.3379
N -0.7278 2.6183 2.9083
C -2.1172 0.7961 3.6956
O -3.2016 0.4539 4.1347
O -1.0809 0.0582 3.5316
H -1.0893 5.8834 2.4645
H -3.3978 5.2968 3.2825
H -3.8965 2.8918 3.8547
Se 2.2961 -1.8685 2.5755
Te 4.4019 -1.3580 3.8296
Te 3.9764 1.2890 4.4026
Se 1.5944 1.0908 5.1157
C 4.2846 2.1946 0.5700
N 3.7458 2.6630 -0.7030
C 4.0092 4.0814 -0.9167
C 2.4318 2.2472 -0.9330
O 1.7475 1.7352 -0.0691
N 1.9558 2.4434 -2.2081
C 2.8163 2.5598 -3.3612
C 0.5790 2.0828 -2.4811
H 5.3678 2.3331 0.5531
H 4.0701 1.1356 0.7009
H 3.8508 2.7383 1.4130
H 3.6858 4.6677 -0.0483
H 3.4733 4.4482 -1.7879
H 5.0792 4.2382 -1.0764
H 3.8571 2.4646 -3.0625
H 2.6781 3.5182 -3.8752
H 2.5847 1.7609 -4.0730
H 0.0418 1.9357 -1.5483
H 0.5254 1.1419 -3.0416
H 0.0988 2.8660 -3.0739
F -2.7192 -2.2860 2.1214
C -1.7104 -3.1495 2.0080
C -0.9409 -3.1739 0.8508
C 0.0483 -4.1379 0.7968
F 0.8563 -4.2566 -0.2749
C 0.2675 -5.0402 1.8235
F 1.2409 -5.9562 1.7370
C -0.5168 -4.9817 2.9565
F -0.3075 -5.8426 3.9595
C -1.5166 -4.0321 3.0545
F -2.2870 -3.9960 4.1444
Ge -1.3131 -1.7837 -0.5099
S -1.3816 0.2077 0.1482
C -3.0965 -2.2547 -1.3237
C -3.5132 -1.4927 -2.4033
F -2.6799 -0.6042 -2.9697
C -4.7645 -1.6101 -2.9793
F -5.1209 -0.8556 -4.0314
C -5.6580 -2.5340 -2.4690
F -6.8763 -2.6712 -3.0158
C -5.2794 -3.3258 -1.4050
F -6.1370 -4.2374 -0.9209
C -4.0123 -3.1776 -0.8602
F -3.7131 -4.0209 0.1406
C -0.0517 -2.2070 -2.0090
C -0.3383 -2.9951 -3.1063
F -1.5296 -3.6124 -3.2352
C 0.5637 -3.2179 -4.1338
F 0.2377 -3.9868 -5.1881
C 1.8174 -2.6439 -4.0716
F 2.7022 -2.8498 -5.0585
C 2.1559 -1.8645 -2.9814
F 3.3785 -1.3230 -2.9103
C 1.2258 -1.6679 -1.9737
F 1.6242 -0.9465 -0.9303
*
```

Calculated values
Energy relative to the best compared isomer or geometry (same formula, charge and spin) = 11.3 kcal per mole
Gap between HOMO and LUMO = 5.851 eV
LUMO = 3.78 eV
Largest force on an atom = 0.5 eV/Å